{"formula": "C9H13Cl4FNO4S", "method": "ωB97M-V/def2-TZVPD", "spin_multiplicity": 1, "e_tot_ha": -3044.81945, "e_homo_ev": -13.9, "largest_force_ha_per_bohr": 0.088, "charge": 1, "species": ["C", "C", "C", "O", "S", "C", "C", "C", "O", "C", "O", "N", "C", "O", "F", "H", "H", "H", "H", "H", "H", "H", "H", "H", "H", "H", "H", "H", "C", "Cl", "Cl", "Cl", "Cl"], "xyz": [[4.888, -0.421, 0.888], [3.307, -0.220, 0.890], [2.713, -1.034, -0.315], [1.428, -1.665, -0.064], [0.286, -0.589, 0.426], [0.055, 0.770, -0.784], [-0.285, 2.145, 0.071], [1.004, 3.069, 0.355], [0.254, 2.190, 1.407], [-1.250, -1.658, 0.500], [-1.079, -2.803, 0.609], [-2.578, -1.116, 0.458], [-3.017, -0.645, 1.724], [-2.387, -0.808, 2.700], [-4.214, -0.016, 1.799], [5.353, 0.512, 1.303], [5.286, -0.525, -0.147], [5.135, -1.272, 1.559], [2.871, -0.497, 1.880], [3.159, 0.870, 0.675], [3.423, -1.882, -0.506], [2.736, -0.433, -1.265], [0.944, 0.997, -1.405], [-0.892, 0.634, -1.352], [-1.267, 2.676, -0.150], [0.860, 4.091, 0.768], [1.958, 2.614, 0.692], [-2.727, -0.445, -0.303], [-5.198, -0.911, -2.484], [-5.026, -1.901, -3.937], [-3.958, 0.373, -2.491], [-6.803, -0.176, -2.453], [-4.978, -1.923, -1.047]]}


{"formula": "C21H23FN4O2S2", "method": "ωB97M-V/def2-TZVPD", "spin_multiplicity": 1, "e_tot_ha": -2079.74088, "e_homo_ev": -7.9, "largest_force_ha_per_bohr": 0.016, "charge": 0, "species": ["O", "S", "O", "N", "H", "C", "H", "H", "C", "N", "C", "H", "C", "N", "C", "C", "C", "C", "C", "C", "F", "H", "H", "H", "H", "C", "H", "C", "H", "H", "H", "H", "H", "H", "C", "C", "N", "C", "C", "C", "H", "H", "H", "H", "H", "C", "C", "C", "C", "S", "H", "H", "H"], "xyz": [[3.671, 1.707, 1.723], [4.068, 1.806, 0.352], [4.893, 2.901, -0.068], [2.712, 1.779, -0.620], [2.834, 2.370, -1.425], [1.403, 1.816, -0.005], [1.558, 1.833, 1.076], [0.871, 2.719, -0.310], [0.603, 0.551, -0.376], [-0.626, 0.421, 0.401], [-1.484, 1.594, 0.398], [-1.842, 1.828, -0.621], [-2.676, 1.334, 1.329], [-3.439, 0.172, 0.944], [-4.502, 0.283, 0.064], [-4.804, 1.461, -0.631], [-5.914, 1.566, -1.447], [-6.774, 0.497, -1.617], [-6.515, -0.680, -0.937], [-5.415, -0.769, -0.113], [-5.248, -1.939, 0.561], [-7.168, -1.535, -1.020], [-7.637, 0.576, -2.259], [-6.100, 2.497, -1.964], [-4.153, 2.316, -0.542], [-2.566, -0.983, 0.908], [-2.179, -1.147, 1.918], [-1.393, -0.734, -0.043], [-1.782, -0.583, -1.068], [-0.743, -1.610, -0.050], [-3.102, -1.873, 0.592], [-2.281, 1.137, 2.332], [-3.323, 2.209, 1.384], [-0.932, 2.450, 0.785], [1.489, -0.633, -0.081], [2.125, -1.347, -1.088], [2.910, -2.388, -0.867], [3.105, -2.767, 0.383], [2.533, -2.122, 1.470], [1.714, -1.033, 1.232], [1.236, -0.502, 2.040], [2.723, -2.465, 2.475], [3.744, -3.630, 0.513], [1.995, -1.076, -2.129], [0.391, 0.584, -1.463], [4.894, 0.312, -0.097], [5.403, -0.633, 0.737], [6.079, -1.654, 0.035], [6.067, -1.454, -1.309], [5.241, -0.012, -1.745], [6.493, -2.072, -2.073], [6.550, -2.495, 0.511], [5.288, -0.583, 1.804]]}


{"formula": "C7H14N2", "method": "ωB97M-V/def2-TZVPD", "spin_multiplicity": 2, "s_squared": 0.76, "e_tot_ha": -384.31059, "e_homo_ev": [-14.1, -14.1], "largest_force_ha_per_bohr": 0.040, "charge": 1, "species": ["C", "C", "C", "C", "N", "N", "H", "H", "H", "H", "H", "H", "C", "C", "C", "H", "H", "H", "H", "H", "H", "H", "H"], "xyz": [[0.941, 1.285, -3.596], [-1.271, 1.760, -0.916], [0.059, 1.107, -2.419], [-0.633, -0.079, -1.975], [-0.316, 2.198, -1.725], [-1.426, 0.394, -0.986], [-1.845, 2.354, -0.216], [-2.156, -0.134, -0.520], [-0.726, -1.119, -2.255], [2.007, 1.104, -3.424], [0.935, 2.342, -3.868], [0.645, 0.560, -4.356], [0.742, -0.861, 2.005], [0.391, -2.340, 2.075], [0.023, 0.095, 2.980], [1.828, -0.768, 2.073], [0.553, -0.498, 0.961], [0.422, -2.807, 1.094], [-0.849, 0.515, 2.501], [-0.597, -2.547, 2.471], [0.977, -2.871, 2.845], [-0.375, -0.522, 3.813], [0.671, 0.833, 3.438]]}


{"formula": "C33H33N6O3P2PtS2", "method": "ωB97M-V/def2-TZVPD", "spin_multiplicity": 1, "e_tot_ha": -3429.58267, "e_homo_ev": [-10.0, -10.0], "largest_force_ha_per_bohr": 0.036, "charge": 1, "species": ["Pt", "S", "P", "C", "P", "S", "C", "C", "C", "C", "C", "C", "C", "C", "C", "C", "C", "C", "C", "C", "C", "C", "C", "C", "C", "C", "C", "C", "C", "C", "H", "H", "H", "H", "H", "H", "H", "H", "H", "H", "H", "H", "H", "H", "H", "H", "H", "H", "H", "H", "O", "N", "O", "O", "C", "C", "N", "C", "C", "N", "C", "C", "H", "H", "H", "H", "H", "H", "H", "H", "H", "H", "H", "H", "H", "N", "C", "N", "C", "N"], "xyz": [[-0.142, 0.123, 0.412], [1.517, 1.139, 1.896], [1.288, 2.665, 0.602], [0.084, 1.897, -0.343], [-0.880, 2.025, -1.755], [-1.556, 0.146, -1.847], [-2.253, 3.167, -1.619], [-2.368, 4.075, -0.571], [-3.487, 4.903, -0.491], [-4.480, 4.817, -1.454], [-4.359, 3.920, -2.514], [-3.249, 3.097, -2.600], [0.036, 2.516, -3.214], [1.005, 3.514, -3.124], [1.731, 3.880, -4.247], [1.479, 3.262, -5.465], [0.499, 2.283, -5.564], [-0.221, 1.901, -4.438], [0.705, 4.162, 1.392], [0.986, 5.441, 0.903], [0.439, 6.556, 1.524], [-0.418, 6.400, 2.602], [-0.741, 5.129, 3.063], [-0.175, 4.012, 2.468], [2.813, 2.977, -0.297], [3.206, 1.990, -1.207], [4.379, 2.142, -1.928], [5.159, 3.280, -1.760], [4.790, 4.247, -0.839], [3.627, 4.093, -0.093], [-1.600, 4.139, 0.187], [-3.585, 5.593, 0.339], [-5.355, 5.453, -1.383], [-5.135, 3.861, -3.269], [-3.158, 2.396, -3.423], [1.199, 4.009, -2.182], [2.497, 4.642, -4.169], [2.046, 3.549, -6.343], [0.301, 1.806, -6.518], [-0.966, 1.117, -4.506], [1.605, 5.579, 0.028], [0.677, 7.546, 1.156], [-0.840, 7.272, 3.088], [-1.443, 5.008, 3.875], [-0.406, 3.021, 2.840], [2.600, 1.107, -1.347], [4.686, 1.367, -2.619], [6.069, 3.404, -2.336], [5.411, 5.121, -0.689], [3.384, 4.826, 0.661], [2.369, -2.673, -0.480], [1.711, -1.774, -0.012], [1.417, -0.722, -0.748], [1.238, -1.776, 1.145], [-1.500, -4.465, -2.115], [-0.776, -3.175, -1.645], [-1.133, -2.863, -0.252], [-2.586, -2.673, -0.136], [-3.341, -3.968, -0.533], [-2.302, -4.986, -0.946], [-1.383, -5.286, 0.217], [-0.699, -3.957, 0.627], [-0.810, -5.251, -2.413], [-2.195, -4.283, -2.931], [-1.058, -2.338, -2.273], [0.300, -3.298, -1.720], [-2.882, -1.846, -0.775], [-2.818, -2.397, 0.889], [-4.013, -3.822, -1.376], [-3.904, -4.393, 0.293], [-2.771, -5.840, -1.228], [-0.668, -6.034, -0.118], [-1.989, -5.717, 1.010], [0.380, -4.058, 0.565], [-0.945, -3.698, 1.653], [-3.808, 4.214, 2.998], [-3.589, 3.174, 2.543], [-3.412, 1.973, 2.011], [-2.513, 1.182, 1.750], [-1.797, 0.245, 1.503]]}


{"formula": "C45H43CoF2N4O5Te", "method": "ωB97M-V/def2-TZVPD", "spin_multiplicity": 3, "s_squared": 2.12, "e_tot_ha": -4186.16963, "e_homo_ev": [-2.3, -2.4], "largest_force_ha_per_bohr": 0.101, "charge": -2, "species": ["Co", "C", "N", "C", "C", "C", "C", "C", "N", "C", "C", "C", "C", "C", "C", "H", "H", "H", "H", "H", "H", "H", "H", "H", "H", "H", "O", "C", "C", "C", "C", "C", "C", "C", "O", "N", "O", "O", "H", "H", "H", "H", "F", "C", "F", "H", "C", "C", "C", "C", "C", "C", "Te", "N", "C", "O", "C", "C", "C", "C", "C", "C", "C", "C", "C", "C", "C", "C", "C", "C", "C", "C", "C", "C", "H", "H", "H", "H", "H", "H", "H", "H", "H", "H", "H", "H", "H", "H", "H", "H", "H", "H", "H", "H", "H", "H", "H", "H", "H", "H", "H"], "xyz": [[-1.085, -2.928, 0.861], [0.222, -1.286, -2.827], [0.377, -2.406, -1.891], [1.547, -2.571, -1.431], [1.859, -3.261, -0.185], [3.042, -3.845, 0.182], [2.895, -4.464, 1.386], [1.550, -4.156, 1.742], [0.908, -3.441, 0.828], [-0.868, -1.410, -3.840], [-1.324, -2.630, -4.244], [-2.287, -2.761, -5.202], [-2.866, -1.631, -5.765], [-2.440, -0.337, -5.321], [-1.441, -0.220, -4.391], [1.115, -1.080, -3.392], [-0.135, -0.441, -2.248], [2.461, -2.154, -1.907], [3.875, -3.992, -0.515], [3.619, -5.016, 1.874], [1.039, -4.518, 2.606], [-0.999, -3.508, -3.676], [-2.754, -3.760, -5.491], [-3.704, -1.702, -6.447], [-2.878, 0.506, -5.759], [-1.081, 0.736, -4.008], [-0.697, -1.170, 0.662], [-1.820, -0.310, 0.831], [-2.740, -0.418, -0.379], [-3.212, 0.682, -1.044], [-4.122, 0.563, -2.164], [-4.586, -0.706, -2.525], [-4.003, -1.790, -1.963], [-3.097, -1.710, -0.903], [-2.455, -2.776, -0.563], [-4.494, 1.699, -2.947], [-4.084, 2.793, -2.499], [-5.286, 1.570, -3.923], [-1.487, 0.683, 0.879], [-2.781, 1.618, -0.760], [-5.301, -0.829, -3.402], [-4.241, -2.771, -2.259], [-2.970, -5.019, 1.267], [-1.646, -4.878, 0.872], [-1.533, -5.529, -0.222], [-1.018, -5.358, 1.696], [7.811, 3.163, -0.634], [6.448, 2.559, -0.214], [5.414, 3.243, 0.454], [4.230, 2.617, 0.816], [3.331, 3.443, 1.699], [3.977, 1.342, 0.379], [2.035, 0.139, 0.491], [-1.745, -2.587, 2.673], [-2.340, -1.537, 2.859], [-2.535, -0.403, 2.074], [-2.970, -1.294, 4.211], [-3.486, -0.099, 4.639], [-3.973, 0.055, 5.919], [-3.992, -1.080, 6.764], [-3.593, -2.321, 6.274], [-3.080, -2.436, 5.046], [0.827, 1.882, 0.558], [0.790, 2.722, -0.614], [1.628, 2.572, -1.828], [-0.142, 3.776, -0.703], [-0.995, 4.029, 0.347], [-1.862, 5.237, 0.071], [-0.935, 3.302, 1.502], [-0.049, 2.195, 1.568], [-0.006, 1.388, 2.812], [5.005, 0.619, -0.265], [4.864, -0.750, -0.838], [6.213, 1.256, -0.512], [8.624, 2.483, -0.745], [8.147, 4.012, -0.054], [7.637, 3.617, -1.621], [5.581, 4.315, 0.681], [3.408, 3.073, 2.750], [2.292, 3.556, 1.302], [3.696, 4.456, 1.788], [-3.386, 0.697, 3.887], [-4.377, 1.059, 6.304], [-4.470, -0.901, 7.792], [-3.547, -3.178, 6.869], [-2.747, -3.363, 4.612], [1.414, 1.600, -2.332], [2.689, 2.823, -1.800], [1.157, 3.214, -2.547], [-0.132, 4.472, -1.543], [-1.353, 6.153, 0.254], [-2.846, 5.211, 0.593], [-1.953, 5.253, -0.970], [-1.559, 3.441, 2.371], [-0.872, 1.566, 3.515], [1.023, 1.597, 3.318], [-0.003, 0.324, 2.530], [4.608, -1.569, -0.141], [5.811, -0.968, -1.293], [4.174, -0.768, -1.652], [7.043, 0.724, -1.010]]}


{"formula": "C5H9FO2", "method": "ωB97M-V/def2-TZVPD", "spin_multiplicity": 1, "e_tot_ha": -446.20196, "e_homo_ev": -10.4, "largest_force_ha_per_bohr": 0.041, "charge": 0, "species": ["C", "C", "C", "C", "C", "H", "H", "H", "H", "H", "H", "H", "H", "H", "O", "O", "F"], "xyz": [[-0.243, -0.236, 2.027], [-0.020, -0.940, 0.696], [-0.011, 0.010, -0.507], [-1.227, 0.832, -0.774], [1.290, 0.453, -1.033], [0.462, 0.549, 2.215], [-1.268, 0.229, 2.118], [-0.295, -0.964, 2.829], [-0.786, -1.711, 0.481], [-2.199, 0.228, -0.660], [-1.181, 1.218, -1.799], [-2.057, 2.381, -0.067], [2.207, 0.068, -0.531], [1.281, 1.480, -1.476], [-1.220, 1.906, 0.142], [0.540, -0.582, -1.689], [1.172, -1.642, 0.756]]}


{"formula": "C2H8FN2", "method": "ωB97M-V/def2-TZVPD", "spin_multiplicity": 1, "e_tot_ha": -290.28156, "e_homo_ev": -0.9, "largest_force_ha_per_bohr": 0.038, "charge": -1, "species": ["C", "H", "F", "C", "H", "H", "N", "H", "H", "N", "H", "H", "H"], "xyz": [[-0.301, -0.761, -0.617], [-0.395, -0.710, 1.504], [-0.654, -2.213, -0.662], [0.347, -0.438, 0.723], [-1.270, -0.236, -0.669], [0.442, -0.666, -1.425], [0.659, 0.969, 0.702], [0.987, 1.247, 1.624], [-0.255, 1.485, 0.527], [1.551, -1.211, 1.011], [2.262, -0.956, 0.327], [1.352, -2.208, 0.902], [-0.258, 1.256, -1.867]]}


{"formula": "C4H6OS2", "method": "ωB97M-V/def2-TZVPD", "spin_multiplicity": 1, "e_tot_ha": -1027.56495, "e_homo_ev": -8.6, "largest_force_ha_per_bohr": 0.060, "charge": 0, "species": ["C", "C", "C", "C", "O", "S", "S", "H", "H", "H", "H", "H", "H"], "xyz": [[0.662, -0.127, -0.087], [-0.765, 0.227, 0.151], [0.923, -1.618, -0.570], [-1.195, 1.393, 0.978], [1.615, 0.563, 0.241], [-1.813, -1.291, 0.098], [-1.832, -0.136, -1.563], [2.035, -1.557, -0.971], [0.079, -1.839, -1.286], [0.916, -2.165, 0.445], [-0.359, 2.091, 1.084], [-1.706, 1.100, 1.972], [-2.087, 1.858, 0.497]]}